(1)
Formula: C4H8O3S
Source: the OMol25 dataset
Level of theory: ωB97M-V/def2-TZVPD

The total charge is 0. The value obtained for the frontier orbital gap is 0.381 hartree. Its energy above the lowest of the compared OMol25 structures with the same formula, charge and spin is 311.6 kJ/mol. The calculation puts the largest force on an atom at 4.6 eV/A. The total energy comes out at -781.01455 hartree.

Element x y z (Å)
C 0.4240 0.3039 -1.5399
C 0.6361 -1.2143 -1.5606
C -0.4179 -0.3663 -0.5081
C -0.3256 1.3805 1.6230
O 1.7548 -0.1726 1.0939
O -0.1718 -1.2992 2.0622
O -1.7469 -0.3904 -0.5179
S 0.3271 -0.2999 1.1521
H 1.1794 1.0105 -1.1339
H -0.1955 0.5006 -2.4149
H 0.5221 -1.6245 -2.5356
H 1.4357 -1.6493 -1.0027
H -0.9883 1.2511 2.4676
H 0.3916 2.0897 2.0696
H -0.8043 1.6181 0.6639
H -2.0204 -1.1379 0.0811

***

(2)
Formula: H18O9
Source: the OMol25 dataset
Level of theory: ωB97M-V/def2-TZVPD

The total charge is 0. The value obtained for the frontier orbital gap is 0.359 hartree. Its energy above the lowest of the compared OMol25 structures with the same formula, charge and spin is 198.6 kJ/mol. The calculation puts the largest force on an atom at 1.1 eV/A. The total energy comes out at -687.95017 hartree.

Element x y z (Å)
O 11.4696 9.6850 15.0266
H 12.2776 9.8758 15.5029
H 11.4486 8.7302 14.9625
O 7.5371 7.2641 14.1315
H 7.7212 7.9259 14.7981
H 8.2840 7.3105 13.5346
O 7.4312 5.7245 11.7104
H 6.9391 6.0267 12.4738
H 8.3301 6.0083 11.8765
O 10.5421 4.9329 9.2767
H 11.0553 5.1607 10.0519
H 11.1841 4.5855 8.6575
O 12.2903 6.6082 14.5356
H 11.9333 5.7530 14.2962
H 13.2312 6.5280 14.3788
O 11.7904 9.2053 10.5430
H 11.1021 8.9153 9.9443
H 11.3218 9.4880 11.3284
O 9.8484 7.2152 12.7085
H 10.1335 8.1190 12.8425
H 10.5500 6.8160 12.1941
O 12.0582 6.0100 11.4559
H 12.9208 6.4079 11.3381
H 12.2096 5.2837 12.0607
O 10.1562 9.9390 12.6995
H 10.6146 9.9224 13.5396
H 9.5232 10.6518 12.7856

***

(3)
Formula: C3H5N3O
Source: the OMol25 dataset
Level of theory: ωB97M-V/def2-TZVPD

The total charge is 0. The value obtained for the frontier orbital gap is 0.338 hartree. Its energy above the lowest of the compared OMol25 structures with the same formula, charge and spin is 422.8 kJ/mol. The calculation puts the largest force on an atom at 1.1 eV/A. The total energy comes out at -356.69633 hartree.

Element x y z (Å)
N 1.3329 -1.8395 0.6435
C 1.1110 -0.7615 1.4147
N 0.8637 0.1595 2.0796
C -1.2482 1.1503 0.2972
O -0.5252 2.2321 0.3845
C -1.1212 0.5476 -1.0426
N -0.4661 -0.5144 -1.3144
H 2.3112 -2.0674 0.5327
H 0.8201 -1.7367 -0.2365
H -0.6372 2.5908 1.2808
H -1.7978 1.0365 -1.7620
H -0.6432 -0.7973 -2.2774

***

(4)
Formula: C10H20N3
Source: the OMol25 dataset
Level of theory: ωB97M-V/def2-TZVPD

The total charge is +1. The value obtained for the frontier orbital gap (alpha / beta) is 0.307 / 0.307 hartree. Its energy above the lowest of the compared OMol25 structures with the same formula, charge and spin is 462.8 kJ/mol. The calculation puts the largest force on an atom at 6.9 eV/A. The total energy comes out at -556.90952 hartree.

Element x y z (Å)
C -0.4526 -3.0783 -0.6570
C -0.1108 1.7203 0.5250
C 0.3561 0.2236 -1.4137
C -0.3208 0.5497 1.5397
C 0.2526 -0.8591 -0.3929
C -0.5771 1.3145 -0.8620
C 0.0866 -4.4103 -0.7506
C -2.0314 0.9202 -0.9862
C -0.4015 2.6302 -1.6556
C 2.1506 -0.1972 1.2251
N 0.1378 -2.0766 -0.6259
N -0.0203 0.9403 2.8468
N 0.6909 -0.5332 1.0144
H -0.7984 2.5700 0.9683
H 0.8136 2.0893 0.6080
H 1.3695 0.5179 -1.5159
H -0.0965 -0.0431 -2.3094
H -1.3236 0.0077 1.4050
H -0.1607 -4.8846 0.2156
H 1.2023 -4.2797 -0.9932
H -0.2784 -5.0155 -1.6108
H -2.4435 1.5645 -0.1550
H -2.1060 -0.0882 -0.5656
H -2.3179 1.0851 -1.9751
H -1.1352 3.3194 -1.5806
H -0.4282 2.5430 -2.7446
H 0.4831 3.1110 -1.4016
H 2.2606 -0.1588 2.3589
H 2.6582 -0.9798 0.7325
H 2.5019 0.7186 0.7613
H -0.4668 0.3216 3.6129
H -0.1125 1.9687 2.9905
H 0.6180 -1.5111 1.3920

***

(5)
Formula: C22H35NO3P2SV
Source: the OMol25 dataset
Level of theory: ωB97M-V/def2-TZVPD

The multiplicity is 4. The total charge is 0. The expectation value of S² is 3.77. The value obtained for the frontier orbital gap (alpha / beta) is 0.284 / 0.291 hartree. Its energy above the lowest of the compared OMol25 structures with the same formula, charge and spin is 123.4 kJ/mol. The calculation puts the largest force on an atom at 5.9 eV/A. The total energy comes out at -3164.47435 hartree.

Element x y z (Å)
P 1.7903 4.4489 0.4059
P -1.0430 4.5383 -0.0169
C 1.3180 5.7322 -0.8482
C -0.0946 6.1610 -0.4639
H 1.3473 5.2504 -1.8440
H 2.0435 6.5562 -0.8490
H -0.0995 6.8642 0.3865
H -0.6424 6.6353 -1.2805
C -1.7136 4.2972 -1.7122
H -2.3910 3.4408 -1.6685
H -0.9217 4.1095 -2.4442
H -2.2648 5.1837 -2.0286
C -2.5211 5.4157 0.5954
H -2.8316 6.1384 -0.1705
H -2.3374 5.9406 1.5345
H -3.3178 4.6820 0.7371
C 3.2994 3.6991 -0.1994
H 3.5986 2.8590 0.4416
H 4.1135 4.4239 -0.2670
H 3.0947 3.2824 -1.2009
C 1.7693 5.4232 1.9871
H 1.1955 6.3679 1.9265
H 2.8261 5.5948 2.2248
H 1.3104 4.7900 2.7617
V 0.2260 2.9303 0.7709
C -2.5402 0.8661 -3.0155
C -2.5686 1.8315 -3.9510
C -1.4866 2.3130 -4.8407
C -0.2266 1.4045 -5.0001
C 0.9648 1.5878 -4.0693
C 0.9564 1.1849 -2.8115
C -0.2617 1.4673 -2.0007
C -1.3852 0.4140 -2.1858
C 1.8945 2.5293 2.2903
H -3.4588 0.2987 -2.8042
H -3.5386 2.3006 -4.1997
H -1.1937 3.3441 -4.5895
H -1.9343 2.3758 -5.8569
H -0.5705 0.3494 -4.9938
H 0.1515 1.5598 -6.0334
H 1.9176 1.8347 -4.5459
H 1.8554 0.8383 -2.2823
H -0.6217 2.4433 -2.3258
H -0.0593 1.5254 -0.8941
H -0.9506 -0.4751 -2.6665
H -1.7677 0.1053 -1.1848
H 1.1157 2.2414 3.0146
H 2.6171 3.2232 2.7452
H 2.4168 1.6485 1.9059
O -2.2666 0.2672 1.5584
S -0.9753 -0.0531 2.0995
O -0.7431 0.0653 3.5101
N 0.2002 0.7012 1.1515
C 1.1220 -0.2042 0.6758
O 2.2521 0.1295 0.2829
C 0.5706 -1.5974 0.7074
C 0.9940 -2.7562 0.0330
C 0.3468 -3.9723 0.2835
C -0.6584 -4.0565 1.2616
C -1.0993 -2.9048 1.9201
C -0.4951 -1.6886 1.5871
H 1.8108 -2.6887 -0.6896
H 0.6296 -4.8701 -0.2845
H -1.1030 -5.0421 1.4829
H -1.8947 -2.9438 2.6732

***

(6)
Formula: C4H4N2
Source: the OMol25 dataset
Level of theory: ωB97M-V/def2-TZVPD

The total charge is 0. The value obtained for the frontier orbital gap (alpha / beta) is 0.321 / 0.321 hartree. Its energy above the lowest of the compared OMol25 structures with the same formula, charge and spin is 628.4 kJ/mol. The calculation puts the largest force on an atom at 6.4 eV/A. The total energy comes out at -264.08710 hartree.

Element x y z (Å)
C 1.2820 -1.0863 -1.1624
C 0.6211 -2.0729 -1.6094
C 0.8427 0.0255 -0.4086
C -0.8063 -0.5598 -0.1005
N -0.6948 -2.0509 -1.9311
N -1.2533 -1.2863 -1.1562
H 1.2742 0.1851 0.6058
H 0.8856 0.9877 -0.9874
H -0.7075 -1.2288 0.7073
H -1.4119 0.1754 0.1478

***

(7)
Formula: C31H55InO5SSi
Source: the OMol25 dataset
Level of theory: ωB97M-V/def2-TZVPD

The total charge is 0. The value obtained for the frontier orbital gap (alpha / beta) is 0.159 / 0.182 hartree. Its energy above the lowest of the compared OMol25 structures with the same formula, charge and spin is 399.4 kJ/mol. The calculation puts the largest force on an atom at 2.6 eV/A. The total energy comes out at -2468.13937 hartree.

Element x y z (Å)
O -0.7616 -0.4140 -5.1659
C -0.9543 0.8830 -5.8530
C -0.4159 0.3966 -7.1798
H -0.3719 1.6931 -5.3837
H -2.0135 1.1582 -5.8528
C -0.3358 -0.9540 -6.4826
H 0.5504 0.7876 -7.5178
H -1.1166 0.4176 -8.0178
C 1.0670 -1.5174 -6.5541
H 1.8446 -0.7669 -6.3362
H 1.2258 -1.8281 -7.5948
H 1.1767 -2.3964 -5.9091
C -1.3921 -1.9238 -6.9832
H -2.3484 -1.4055 -7.1570
H -1.5333 -2.7399 -6.2640
H -1.0322 -2.3365 -7.9412
In -1.3653 -1.1501 -3.1545
C -3.0439 -1.8161 0.0798
C -2.8225 -0.4104 0.1960
C -3.1648 0.2115 -1.0097
H -2.4369 0.0690 1.0947
C -3.5363 -0.8257 -1.9608
C -3.4949 -2.0824 -1.2200
H -3.8949 -3.0381 -1.5742
H -3.0015 -2.5088 0.9224
H -3.1251 1.2866 -1.2087
H -4.0731 -0.6938 -2.9042
C 1.1204 -2.5785 0.6625
C 0.0180 -3.1859 0.0180
C 0.1527 -2.9711 -1.3812
H -0.7939 -3.7369 0.4905
C 1.3514 -2.2216 -1.5949
C 1.9472 -1.9728 -0.3321
H 2.8262 -1.3550 -0.1528
H 1.2848 -2.5224 1.7377
H -0.5095 -3.3999 -2.1389
H 1.7063 -1.8688 -2.5749
O 2.3356 1.5937 -5.7852
C 2.2231 0.9213 -4.4782
C 1.1966 1.6428 -3.6158
H 3.2483 0.9621 -4.0544
H 1.9139 -0.1400 -4.5437
C 1.0702 3.0457 -4.2418
H 1.4368 1.5927 -2.5540
H 0.2234 1.1458 -3.6286
C 1.8672 2.9537 -5.5749
H 1.5341 3.8089 -3.6163
H 0.0346 3.3790 -4.3766
H 2.7798 3.5706 -5.5122
H 1.2742 3.2451 -6.4638
C -1.1094 -2.5020 3.5033
C -1.6241 -1.1738 4.0426
C -3.1473 -1.2093 4.1639
C -1.0063 -0.9450 5.4182
O -1.3177 -0.0936 3.1373
Si 0.1956 0.5267 2.7699
S 0.3109 0.9428 0.8402
O 0.4100 1.8094 3.8064
C -0.3954 2.9350 4.1797
C -0.7928 3.7515 2.9554
C -1.6540 2.5060 4.9215
C 0.4933 3.7408 5.1277
O 1.3014 -0.5803 3.3744
C 2.6480 -0.4603 3.8772
C 3.5845 -0.1612 2.7122
C 2.7660 0.6422 4.9285
C 2.9665 -1.8124 4.5143
H -1.5322 -3.3174 4.1086
H -0.0178 -2.5431 3.5823
H -1.4019 -2.6500 2.4587
H -3.4344 -2.0393 4.8204
H -3.5136 -0.2729 4.6046
H -3.6136 -1.3526 3.1815
H 0.0895 -0.9248 5.3580
H -1.3720 -0.0141 5.8647
H -1.3044 -1.7830 6.0642
H -1.4166 3.1647 2.2696
H -1.3667 4.6284 3.2880
H 0.0976 4.0919 2.4158
H -1.3955 2.0124 5.8664
H -2.2308 3.4080 5.1676
H -2.2848 1.8453 4.3132
H 0.7920 3.1104 5.9761
H 1.4004 4.0802 4.6130
H -0.0472 4.6090 5.5148
H 3.2855 0.7648 2.2047
H 4.6110 -0.0435 3.0890
H 3.5674 -0.9863 1.9900
H 2.0471 0.4919 5.7452
H 3.7783 0.6175 5.3631
H 2.6152 1.6341 4.4868
H 2.2538 -2.0385 5.3202
H 2.9172 -2.6129 3.7638
H 3.9759 -1.8002 4.9410

***

(8)
Formula: C6H10O
Source: the OMol25 dataset
Level of theory: ωB97M-V/def2-TZVPD

The total charge is 0. The value obtained for the frontier orbital gap is 0.378 hartree. Its energy above the lowest of the compared OMol25 structures with the same formula, charge and spin is 67.9 kJ/mol. The calculation puts the largest force on an atom at 0.4 eV/A. The total energy comes out at -309.81650 hartree.

Element x y z (Å)
C -1.2540 -0.3140 0.3173
C -0.5493 -1.4991 -0.3385
O 0.8455 -1.3718 -0.5354
C 1.5278 -0.5825 0.4163
C 1.4856 0.8893 0.0656
C 0.3939 1.5576 -0.3067
C -1.0255 1.0444 -0.3476
H -0.9739 -0.2438 1.3754
H -2.3271 -0.5478 0.3031
H -0.7548 -2.3967 0.2669
H -0.9706 -1.6662 -1.3373
H 1.1339 -0.7510 1.4304
H 2.5650 -0.9338 0.4188
H 2.4421 1.4106 0.0851
H 0.5095 2.6006 -0.6020
H -1.3957 1.0212 -1.3838
H -1.6524 1.7831 0.1724